No. 1
The following is a DFT calculation (wB97M-V/def2-TZVPD) of C35H41BeFN4O as an isolated structure.

DFT total energy: -1767.31181 Ha

```
! wB97M-V def2-TZVPD RIJCOSX def2/J DEFGRID3
* xyz 0 1
H -4.93064 -4.80984 1.06488
C -0.51197 0.80667 -5.05414
H 2.71761 4.21090 -0.99538
H -6.36763 1.58332 -0.82987
C -0.01225 3.02267 -4.34781
C -2.66124 0.59158 -0.95099
H -3.13621 -0.93747 1.47798
C 0.39933 1.18240 -2.83306
H -0.26352 3.21310 -0.48592
N 0.14610 1.42931 1.26945
C -3.98740 -2.91104 1.40753
H -3.99063 3.24870 -3.71091
C 1.20006 2.48934 2.96292
H -5.45614 3.24662 -2.71843
H -2.77023 1.58892 1.56214
H -2.61778 3.26827 2.06710
C -2.78331 1.67365 -1.86258
C 2.36004 3.33797 -1.54829
H -2.25407 -1.30122 -4.30990
C -0.13478 2.97298 2.89721
H 2.51171 -2.99569 0.39725
C -4.73883 2.61179 -3.24345
H -6.46452 -0.18147 -0.88737
H -0.85471 2.54986 -6.26461
C -4.84367 -2.24296 -1.14334
C 2.63398 -2.27611 -0.40321
H 0.35075 -1.50293 -2.75221
C -0.03225 4.05382 -1.13838
H 3.36269 1.10547 2.36921
C -0.74938 2.30324 1.87022
N -3.87442 -0.02513 -0.90144
H 1.16361 4.51763 -2.83335
H -2.04353 -1.31862 -2.54982
N 0.74743 0.64792 -1.55759
C 3.79230 -1.39007 -2.30682
C -0.07757 0.29774 -3.83750
H 2.27775 2.51289 -0.85059
H -5.13108 -1.99296 -2.15761
H -0.59577 3.72214 3.52792
C -0.17336 -1.21555 -3.65569
H -5.27472 2.06682 -4.02242
C 0.49425 -1.97181 -4.81263
N -4.74272 0.60889 -1.77811
H 1.47011 -1.53924 -5.04571
C 2.84955 -0.37723 -2.44092
H 2.93215 0.35873 -3.23186
H -3.63841 -3.17020 2.39941
H -0.95472 4.40151 -1.61455
H 0.03215 4.08721 -4.55135
C -2.17271 2.49680 1.44113
H -5.66406 -4.21625 -1.22630
C -4.15723 -1.31428 -0.36866
H 0.64547 -3.01810 -4.53674
H 3.10391 3.08674 -2.31115
H -6.74136 0.74967 -2.35697
C 1.33679 1.54852 1.97223
C -4.70678 -3.83145 0.65747
Be -0.13056 0.55230 -0.11509
H 4.62099 -1.43131 -3.00397
C 2.55655 0.70407 1.75541
C -5.12764 -3.49552 -0.62186
C 3.69929 -2.34092 -1.29663
H 2.91007 0.68917 0.72342
C -1.62803 -1.67351 -3.49226
H -0.11817 -1.95115 -5.71804
C -3.71189 -1.64890 0.90263
C -0.50668 2.16637 -5.31262
H -1.68066 -2.76683 -3.48809
C 1.77005 -0.28393 -1.54987
C -4.06450 1.66787 -2.31139
H 1.96656 2.78211 3.66798
H -1.98515 2.34264 -2.15084
C 0.46659 2.56415 -3.11662
H 0.35201 4.85775 -0.50333
C 1.00812 3.64931 -2.18836
H 2.39445 -0.33602 2.05890
F 0.63136 -1.14552 0.28533
C 1.73378 -1.26410 -0.56559
O -1.68266 0.12376 -0.31484
H -2.26695 2.82214 0.40000
C -6.16188 0.69980 -1.43827
H 4.43660 -3.12625 -1.20406
H -0.87840 0.12510 -5.81496
*
```

---

No. 2
The following is a DFT calculation (wB97M-V/def2-TZVPD) of C35H41I2N7O2STc as an isolated structure.

ΔE to the lowest compared entry with this formula, charge and spin: 0.0 kJ/mol
DFT total energy: -2965.10497 Ha
⟨S²⟩: 0.76

```
! wB97M-V def2-TZVPD RIJCOSX def2/J DEFGRID3
* xyz 4 2
H 4.63798 -1.07485 -1.27139
H 4.02510 -1.05418 2.01269
C 0.75441 -4.06214 -3.53296
H 1.58718 -4.11472 4.26797
N -0.54492 -1.16969 1.94982
H -2.51034 0.02330 -2.20421
H 0.77346 1.95141 -0.89021
C -2.67573 -1.99531 -1.48511
C -1.97276 -0.85732 -1.87478
C -0.20087 -2.18922 2.74473
H -2.34664 3.24723 -0.59164
C -1.92722 -1.07691 1.99835
C -3.76847 -2.31987 3.01673
S 3.60891 -2.98623 3.47497
Tc 0.98159 -0.12857 1.03572
H -2.42305 0.65207 0.81057
H -3.20160 4.50072 1.46131
C 4.15191 -2.82010 -2.42511
C 3.85004 -1.71264 -1.65071
O 0.37486 5.88218 3.30938
N 1.97488 -1.47825 2.23919
C -1.85215 4.12793 -0.17053
C 1.89660 -4.15921 -5.80569
H 2.12076 -5.20700 -5.61528
C -2.15080 4.23564 1.32991
C -4.62698 -1.42019 2.41720
N 0.70058 -3.73376 -5.01641
H -5.69275 -1.52959 2.56566
H 0.98865 -5.12374 -3.45091
C -2.80333 -0.16707 1.40967
H -0.08206 -4.28044 -5.38557
C 0.85328 2.05507 4.80541
C 0.40127 -2.29843 -5.26492
H -0.48871 1.16248 -2.65149
H -1.99038 3.27808 1.82382
H 5.18024 -3.08283 -2.63496
C 1.48243 -2.19394 -1.86883
C 3.25598 -1.67763 2.44609
H 1.68243 -4.04125 -6.86641
C 2.53039 -1.44107 -1.34043
C -0.57967 -3.00587 -0.96915
C -0.70794 7.44158 0.90822
H -2.44687 -3.93649 -0.57441
C 0.39586 2.59234 2.17510
O 0.26696 1.13294 -0.72285
H -4.86927 0.33620 1.20673
H -4.14390 -3.13788 3.61760
H -0.77573 4.05699 -0.34802
H -3.75539 -2.03519 -1.54361
H 0.26457 7.49087 1.38905
I 3.52363 2.43561 -1.25222
H 1.41022 0.12224 4.07775
H 1.23611 -1.69400 -4.91611
H -2.69449 6.68726 1.31279
C -0.60184 -0.80748 -1.84491
H -0.60182 6.99102 -0.08073
C -2.40730 -2.11851 2.80858
H -1.27926 -3.57059 3.90470
H 0.03522 -3.81271 -0.59105
C 1.21149 -2.41043 2.92850
C 1.94349 -3.30481 3.64971
H 1.09567 0.37904 -2.48806
C -1.70413 6.65689 1.76406
H -0.51356 -2.01196 -4.74807
N 0.83797 1.36879 2.52171
I 5.59177 4.00057 -1.95702
C -0.27291 5.00566 2.77692
H -1.07930 8.45796 0.78725
H -1.74765 7.14458 2.74039
C 3.12188 -3.59029 -2.93769
C -4.15308 -0.35119 1.63802
H 0.28738 2.78297 1.11626
C 1.05246 1.10909 3.82171
C 0.11232 0.49919 -2.03051
N -1.28251 -2.79392 3.25900
N 0.12116 -1.91704 -1.41799
H 0.22653 4.08462 5.18432
C 0.37977 3.30846 4.44564
H 3.37252 -4.48004 -3.50024
H 0.27109 -2.12952 -6.33175
H -0.25425 -3.91331 -3.15759
C 1.77806 -3.26049 -2.74628
H 1.07301 1.82179 5.83757
C -1.94456 -3.06146 -0.96572
N -1.34021 5.25222 1.97546
H 2.34092 -0.58095 -0.68692
C 0.12224 3.57859 3.10152
H 2.75071 -3.53672 -5.55756
H -2.22150 5.00340 -0.70177
*
```

---

No. 3
The following is a DFT calculation (wB97M-V/def2-TZVPD) of C35H42AuN3O4S as an isolated structure.

ΔE to the lowest compared entry with this formula, charge and spin: 141.2 kJ/mol
DFT total energy: -2357.89661 Ha

```
! wB97M-V def2-TZVPD RIJCOSX def2/J DEFGRID3
* xyz 0 1
C -3.87892 0.45551 2.46862
H 3.47878 0.51993 3.39634
H -0.27884 -6.11177 2.49262
C 2.99681 1.07731 2.58392
H -0.77788 -7.52026 -1.50616
N -0.53528 0.98934 1.16021
C 3.11587 3.07934 0.45037
H 0.38420 3.20550 2.53347
C -1.17410 0.48564 -5.42784
C -0.58613 -4.61044 1.00564
H -1.82074 1.68960 6.17488
C 1.59488 1.14142 0.05087
C 3.64536 -1.95571 -2.02798
O 1.47087 -0.84086 -3.05775
H -0.38429 -7.97492 0.88483
H -0.80370 3.83397 -5.64642
H 4.15650 3.40022 0.52252
C -2.77095 0.49644 1.65755
H 0.46008 3.46537 0.79764
H 2.52970 2.77581 3.83519
C -1.52387 1.04008 2.06244
H -0.57841 2.00537 3.77097
C -1.48627 1.57935 3.37646
H 1.85618 -4.27742 -2.20950
C 2.38712 3.35383 1.76054
C -0.95635 2.85621 -5.21369
H -0.91816 1.81450 -7.08072
C -2.55537 2.19623 5.55328
C -0.44887 -5.91191 1.44481
C 1.54665 0.60997 2.45640
H -4.97878 -1.24867 1.81181
C -1.33699 1.50562 -3.20379
H -1.26891 -1.78482 -4.29662
H -1.19108 -0.40344 -6.04339
H 1.52018 -0.44419 2.16908
H -2.27752 3.24601 5.48944
H -0.52163 -3.77923 1.69171
C -0.73818 -6.69864 -0.80388
C -1.30985 0.33686 -4.03760
C 0.92581 2.93467 1.62911
H 3.92056 -2.73108 -1.32487
H 1.56001 0.07168 -0.15937
C -1.09093 2.76883 -3.84188
H -5.94108 -0.07459 2.71708
H 1.03598 0.70438 3.41394
C -0.81483 -4.34314 -0.34302
H -2.83219 0.08629 0.65827
H 2.64545 3.64416 -0.35681
H 3.69967 -0.26842 1.05479
H 4.02964 -0.99713 -1.69667
C 0.83013 1.41892 1.35388
H -3.52539 2.12514 6.03711
H -4.66397 1.00700 4.38498
H 2.42910 4.42525 1.98543
C -0.88244 -2.93173 -0.77058
Au -0.96076 -0.08600 -0.67707
C -2.60645 1.58304 4.18657
C -1.01645 1.71953 -6.01098
C -0.66322 4.01523 -1.82279
H -5.46162 0.25348 1.04539
C -0.51179 -6.95849 0.53884
O -0.43556 -2.06268 0.05745
O -1.61959 1.49155 -1.94701
C -3.79718 1.01479 3.74067
H 4.08124 2.89813 3.01596
H -0.59799 5.07651 -1.58070
N -1.31638 -2.67294 -1.97783
S 1.79520 -1.87216 -2.06770
H -1.38061 3.52349 -1.16281
C -0.89426 -5.39877 -1.24749
H -1.07861 -5.18505 -2.28868
H 0.57443 -3.59100 -3.21369
C -1.35049 -0.99893 -3.54312
C 3.73177 0.80171 1.27386
H 2.26382 -3.55049 -3.79257
C 3.04639 2.57326 2.89468
C 1.61542 -3.49743 -2.92306
C 3.05067 1.58390 0.15242
H 4.77931 1.09966 1.35503
N -1.38773 -1.37036 -2.30602
H 3.54829 1.37775 -0.80264
H 0.31770 3.54698 -1.69412
O -1.06139 3.95987 -3.17694
H 1.10499 1.65673 -0.77679
H 4.00696 -2.18161 -3.02394
C -5.14375 -0.18707 1.98742
*
```

---

No. 4
The following is a DFT calculation (wB97M-V/def2-TZVPD) of C35H42MgN5O6Se2 as an isolated structure.

ΔE to the lowest compared entry with this formula, charge and spin: 0.0 kJ/mol
DFT total energy: -7087.00234 Ha

```
! wB97M-V def2-TZVPD RIJCOSX def2/J DEFGRID3
* xyz 1 1
C -0.85829 -1.65675 3.48829
H 3.15644 3.84006 -2.49264
Mg 1.29812 -0.52885 -0.01020
C -2.79868 1.03488 -2.92507
C 1.55405 -1.79742 3.24901
C 1.65163 5.01262 -1.51360
C 2.33246 3.81276 -1.78496
Se -2.11555 -4.19966 -0.19461
C -0.81686 3.91715 0.93997
C -2.13283 -1.26845 3.01151
C -2.06573 1.76370 0.97373
C -3.79693 -3.37193 -0.70815
H 0.98073 -5.58356 0.62876
Se 1.54951 -3.64353 -0.86922
C -3.32668 1.29662 1.68724
H 0.50897 1.10956 -3.61559
H -1.13660 -2.70041 -1.95716
H 1.14381 -3.60850 6.97104
C -3.26437 1.91097 -3.89104
H -1.21273 1.12333 1.18620
H -4.24769 -3.92501 -1.52823
C 1.62086 -2.15347 4.58182
C 2.79212 -1.82861 2.47901
H -4.45168 -0.51097 2.05464
C -0.72150 -2.00268 4.84995
O -2.00442 3.94438 -6.50108
H 1.25631 -1.90631 7.40464
C 0.49833 -2.26083 5.42086
H -4.46251 -3.40667 0.15168
N 2.97542 0.33650 -1.04835
H -0.95197 4.94388 1.26752
H -0.31656 2.70369 -5.37128
C 0.15234 -4.42846 -1.98151
H 2.03600 -4.42607 1.45115
H -4.19202 1.88755 1.37641
H 4.95233 -2.15931 1.52443
C 0.99398 2.49470 -0.19846
H 4.12244 -2.79318 0.10808
O 0.31238 -0.40588 -1.74049
N -2.42477 -0.95555 1.78836
H 1.47084 7.13457 -1.80034
O 0.15553 -1.24069 1.41407
C 4.92346 -0.84113 -0.17473
H -1.85481 -4.15957 -2.67233
N -1.74799 3.12332 1.40022
O -4.01457 3.70395 -5.77342
H -3.83138 -0.37939 0.39620
C 0.28412 -1.54363 2.64227
C -3.61054 -0.18552 1.44144
H 0.53147 -4.31853 -2.99779
C 2.99294 1.53244 -1.47582
H -1.70714 -1.05827 1.05568
C -1.44032 0.75343 -2.82306
H 0.29297 -4.07104 1.29655
H 0.11854 -5.49414 -1.75635
H 2.59972 -2.36988 5.00115
H -4.31320 2.14744 -3.99230
C 2.02003 6.29018 -2.21361
C 1.15628 -4.52763 0.81973
N -2.82860 3.45432 -5.75943
H 4.73819 0.00441 -2.15756
O 0.78045 1.42069 0.43721
H -2.20048 1.76252 -0.10836
C -2.34479 2.49552 -4.74241
C -1.21263 -3.78100 -1.87458
O -1.73173 -0.50770 -0.84057
H -3.60337 -2.34224 -0.99785
C 4.11044 -0.50248 -1.41861
H -2.93800 -1.16654 3.73741
H 1.79237 6.23290 -3.27914
C 0.27311 3.72257 0.06292
H 5.11598 0.07532 0.38898
H 3.73218 -1.42284 -1.87313
C 0.67523 4.93871 -0.56612
H -0.31571 -2.70219 7.36070
H 3.64632 -2.22450 3.03985
C 2.05600 2.61033 -1.17343
C 0.65299 -2.63982 6.86766
C -0.54256 1.34564 -3.70539
H 3.08586 6.49992 -2.11457
H -1.61864 -2.06396 5.45822
H -2.41513 3.55796 2.02184
C -0.99079 2.22667 -4.67530
H -3.19523 1.43854 2.76646
H 5.89196 -1.23882 -0.48498
H 3.81442 1.83933 -2.13263
H -3.48873 0.56005 -2.24032
N 2.95770 -1.51709 1.25273
H 0.14461 5.84602 -0.29514
C 4.27249 -1.89073 0.70938
C -0.92971 -0.13779 -1.71407
*
```

---

No. 5
The following is a DFT calculation (wB97M-V/def2-TZVPD) of C35H42N5O3PRuSeTe as an isolated structure.

ΔE to the lowest compared entry with this formula, charge and spin: 86.6 kJ/mol
DFT total energy: -4963.97662 Ha
⟨S²⟩: 0.76

```
! wB97M-V def2-TZVPD RIJCOSX def2/J DEFGRID3
* xyz 1 2
H -2.60239 -0.14178 -4.12338
N 2.31818 0.49599 0.76507
C 1.02769 -1.73473 -1.75423
C 4.49200 1.36351 -0.19839
H -2.79117 3.35975 -1.81306
C -2.32310 -2.31514 -1.52948
H -2.59375 -2.25669 -5.38110
C -4.53393 2.06895 -0.40764
C 3.47047 -3.32296 0.00905
C 4.88648 0.48965 -2.43035
H -5.31188 1.29519 2.57002
H -1.10141 3.48173 5.45382
C -5.31435 0.24955 2.27909
H 3.43019 -0.84695 -3.27246
C -0.26187 1.27897 -2.73380
H 4.78529 1.97629 0.64235
C -3.82364 -2.33149 1.49988
C -1.84094 3.02251 -2.20723
H 3.72593 -1.45898 3.99647
H -2.56374 2.57044 5.24919
O -3.69834 2.06211 0.61003
H -4.48984 -2.87057 2.17033
H 1.57895 1.91508 -3.62207
H -2.22521 -2.32678 -0.45386
C -2.51757 -2.27280 -4.30250
N -0.18990 2.45803 0.62543
H 3.62225 1.09304 3.82410
C 2.40118 1.11312 2.09196
C 0.62332 2.22518 -3.21893
C 1.28880 -3.18521 -1.35644
H -4.31535 -2.15476 0.54701
Ru -2.00287 1.01301 0.79240
C 3.31461 0.62289 -0.19250
H 0.80494 -3.38794 -0.39614
H -5.65780 0.14705 1.25375
H -0.03707 -1.52913 -1.69924
H -2.91255 -2.90916 1.35730
C 2.75203 -3.63450 -1.30208
H 1.40461 1.07939 2.52442
H 3.70339 -2.26533 0.12914
H 0.97383 4.31213 -3.57012
C 5.26810 1.28045 -1.33619
C -0.95439 3.96550 -2.70443
H 4.41410 -3.86463 0.06960
H 1.34643 -1.56071 -2.78193
H 2.52118 -1.53916 2.73762
C -2.42243 -1.10091 -2.20062
H 1.48909 -1.69397 5.01775
C -0.07477 2.88840 1.69632
C 0.28053 3.57117 -3.19538
H -0.00360 0.22777 -2.77426
P -2.52411 0.47082 -1.32740
H -2.41309 -4.41130 -4.18369
H -4.91488 0.18663 -1.35880
C -2.41460 -3.48342 -3.62739
C -4.23791 1.03340 -1.49681
H 3.30221 -3.21425 -2.14996
H -4.43607 1.45281 -2.48323
Se -0.22733 -0.80978 1.18276
O -2.22519 2.05158 2.86535
H 0.90250 -0.26431 4.18125
H -5.92928 -0.34604 2.94998
H -1.22933 5.01137 -2.69847
C 2.93159 -0.15454 -1.27794
O -5.48664 2.79852 -0.48175
C -1.49553 1.67032 -2.21228
H 6.19173 1.83963 -1.38834
C 2.88860 -0.91434 3.55580
H 2.14596 -0.10909 5.42577
C -0.19026 3.19942 3.04297
C 0.86394 3.73152 3.81031
C -1.40940 2.69325 3.58657
H 2.67020 2.15837 1.94009
H 2.86053 -3.63419 0.85908
H 5.52652 0.45368 -3.30093
H 2.77017 -4.71628 -1.44511
Te -3.33515 -0.48251 2.42988
H 0.75504 -3.77944 -2.10145
N 1.71380 -0.73070 -0.94244
C 1.79429 -0.73338 4.60252
N -1.68717 2.89656 4.88277
N 1.74287 4.13529 4.43835
C -2.52743 -1.08391 -3.59348
C 3.40467 0.41018 2.99897
C 1.36323 -0.31799 0.29217
H 4.34298 0.26244 2.45876
C 3.71471 -0.23976 -2.42486
C -2.31934 -3.50531 -2.24438
H -2.24257 -4.44783 -1.71897
*
```